Record 1
An isolated molecule of C10H22BNO. Source: the Open Molecules 2025 dataset; level of theory: ωB97M-V with the def2-TZVPD basis set.

ORCA input file:
```
! wB97M-V def2-TZVPD RIJCOSX def2/J DEFGRID3
* xyz 0 1
C -2.83 -1.38 -0.05
C -2.26 0.07 0.04
C -2.55 0.66 1.38
C -2.82 0.99 -1.06
B -0.71 -0.20 -0.16
N 0.13 0.52 -0.98
C 1.54 0.25 -0.72
C 2.30 1.50 -0.48
C 2.11 -0.63 -1.86
C 1.37 -0.49 0.65
C 2.31 -1.66 0.88
C 1.42 0.58 1.89
O 0.07 -1.01 0.64
H -3.95 -1.29 -0.15
H -2.54 -2.16 0.70
H -2.75 -1.84 -1.12
H -3.62 0.64 1.60
H -2.14 1.66 1.48
H -1.99 0.02 2.04
H -3.89 0.88 -1.07
H -2.60 1.97 -0.90
H -2.49 0.60 -2.06
H 0.00 1.14 -1.81
H 2.33 2.00 -1.52
H 3.30 1.30 -0.21
H 1.75 2.07 0.20
H 2.45 -0.04 -2.78
H 1.32 -1.31 -2.25
H 3.06 -1.08 -1.58
H 3.21 -1.30 1.39
H 2.50 -2.35 0.00
H 1.96 -2.43 1.53
H 1.11 0.12 2.77
H 0.53 1.26 1.65
H 2.38 0.98 1.93
*
```

For the electronic energy, the calculation gives -14942.0075 eV. Its structure (SMILES) is CC(C)(C)B1NC(C)(C)C(C)(C)O1. The energy above the lowest of the compared OMol25 structures with the same formula, charge and spin comes out at 0.0 kcal/mol.

Mulliken analysis output, partial charges in e: C -1.60; C 1.89; C -1.73; C -2.05; B 0.67; N -0.32; C 1.40; C -1.96; C -1.81; C 1.36; C -1.84; C -1.67; O -0.81; H 0.45; H 0.22; H 0.32; H 0.40; H 0.35; H 0.39; H 0.50; H 0.45; H 0.34; H 0.26; H 0.46; H 0.34; H 0.50; H 0.37; H 0.29; H 0.48; H 0.34; H 0.39; H 0.46; H 0.51; H 0.24; H 0.42


Record 2
A structure of composition C10H22Cl2LiO11. Source: the Open Molecules 2025 dataset; level of theory: ωB97M-V with the def2-TZVPD basis set.

ORCA input file:
```
! wB97M-V def2-TZVPD RIJCOSX def2/J DEFGRID3
* xyz 0 2
Li 0.46 0.03 -0.09
Cl -2.78 -1.03 -1.85
O -3.10 -0.44 -3.13
O -2.86 -2.45 -2.06
O -1.39 -0.84 -1.46
O -3.67 -0.64 -0.87
Cl 3.79 0.79 1.11
O 4.06 1.39 2.38
O 4.81 1.18 0.20
O 4.01 -0.63 1.35
O 2.41 1.06 0.61
C -0.57 -3.07 1.67
C -1.03 -2.23 2.83
C -0.09 -1.00 2.79
O 0.57 -1.19 1.48
C 0.80 -2.58 1.15
H -1.26 -2.88 0.85
H -0.48 -4.14 1.86
H -0.88 -2.67 3.82
H -2.05 -1.87 2.73
H 0.65 -0.84 3.58
H -0.74 -0.12 2.82
H 1.67 -2.91 1.71
H 0.97 -2.81 0.10
C -2.84 2.76 0.26
C -2.00 3.65 -0.64
C -0.65 3.12 -0.29
O -0.72 1.75 0.15
C -1.91 1.81 1.00
H -3.72 2.35 -0.22
H -3.24 3.40 1.05
H -2.08 4.72 -0.42
H -2.41 3.45 -1.62
H -0.18 3.70 0.50
H 0.09 3.30 -1.07
H -1.49 2.06 1.98
H -2.27 0.79 1.09
C 2.40 -1.84 -2.82
C 2.34 -0.28 -2.92
O 1.37 0.27 -2.12
H 1.42 -2.29 -2.97
H 2.58 -2.11 -1.78
H 3.12 -2.14 -3.57
H 2.04 0.02 -3.92
H 3.33 0.16 -2.87
H 1.52 1.20 -2.32
*
```

For the electronic energy, the calculation gives -58480.1156 eV.

Mulliken analysis output, partial charges in e: Li 0.94; Cl 1.73; O -0.70; O -0.73; O -0.65; O -0.66; Cl 1.60; O -0.44; O -0.47; O -0.34; O -0.42; C -0.55; C -0.70; C -0.28; O -0.21; C -0.35; H 0.10; H 0.45; H 0.30; H 0.31; H 0.34; H 0.03; H 0.29; H 0.32; C -0.70; C -0.52; C -0.61; O -0.05; C -0.51; H 0.33; H 0.29; H 0.31; H 0.24; H 0.38; H 0.30; H 0.39; H 0.20; C -0.97; C -0.42; O -0.26; H 0.28; H 0.16; H 0.37; H 0.35; H 0.39; H 0.12


Record 3
A cluster of 3 separate species, C10H22F2NO6S in total. Source: the Open Molecules 2025 dataset; level of theory: ωB97M-V with the def2-TZVPD basis set.

ORCA input file:
```
! wB97M-V def2-TZVPD RIJCOSX def2/J DEFGRID3
* xyz -1 1
O 2.56 -1.13 1.60
C 1.58 -1.02 0.86
O 1.13 -1.95 0.06
N 0.80 0.25 0.84
C -0.22 0.32 1.92
C -1.66 0.10 1.28
C -1.82 0.62 -0.18
F -1.83 2.04 -0.14
S 1.76 1.63 0.76
O 1.04 2.71 0.10
O 2.37 2.03 2.03
F 3.01 1.27 -0.25
H -0.08 -0.51 2.68
H -0.17 1.29 2.50
H -2.45 0.55 1.96
H -1.84 -1.02 1.26
H -1.06 0.22 -0.90
H -2.83 0.24 -0.55
C 3.87 -3.78 2.04
C 4.08 -5.22 1.59
C 5.26 -5.33 0.64
O 2.90 -5.69 0.94
H 3.66 -3.13 1.18
H 3.01 -3.71 2.71
H 4.75 -3.39 2.55
H 4.25 -5.85 2.46
H 5.10 -4.74 -0.26
H 5.40 -6.37 0.32
H 6.19 -4.99 1.12
H 2.74 -5.13 0.17
C -4.59 4.95 -3.59
C -4.67 3.73 -2.69
C -4.07 4.02 -1.32
O -3.97 2.64 -3.29
H -3.55 5.25 -3.76
H -5.01 4.73 -4.58
H -5.13 5.80 -3.16
H -5.71 3.42 -2.58
H -3.01 4.28 -1.40
H -4.13 3.13 -0.68
H -4.60 4.84 -0.82
H -3.05 2.90 -3.39
*
```

For the electronic energy, the calculation gives -40773.0769 eV.

Mulliken analysis output, partial charges in e: O -0.68; C 0.21; O -0.76; N 0.50; C -0.74; C -0.67; C -0.26; F -0.28; S 1.13; O -0.59; O -0.60; F -0.28; H 0.30; H 0.49; H 0.35; H 0.34; H 0.25; H 0.31; C -1.03; C 0.34; C -1.26; O -0.56; H 0.24; H 0.27; H 0.35; H 0.30; H 0.31; H 0.33; H 0.34; H 0.37; C -1.25; C 0.36; C -1.12; O -0.55; H 0.32; H 0.32; H 0.35; H 0.27; H 0.32; H 0.22; H 0.39; H 0.36